1.
ORCA calculation (ωB97M-V/def2-TZVPD) on a cluster of 3 separate species, C6H14O2 in total.

XYZ file:
```
22
Properties=species:S:1:pos:R:3
C -0.149 -0.261 -0.385
C 0.806 2.166 -0.625
C 0.171 -2.056 1.200
C 0.832 0.188 0.464
C -1.583 0.105 -0.164
C 0.200 -0.876 -1.707
O -0.121 3.000 0.027
O -0.788 -1.870 2.211
H 0.299 3.314 0.836
H -0.420 -1.283 2.881
H 1.834 2.495 -0.443
H 0.579 2.175 -1.689
H 1.170 -2.285 1.581
H -0.180 -2.824 0.515
H 1.862 -0.100 0.306
H 0.562 0.637 1.413
H -2.176 0.033 -1.077
H -0.413 -1.765 -1.878
H -2.024 -0.578 0.568
H -1.691 1.111 0.245
H -0.024 -0.171 -2.513
H 1.253 -1.155 -1.767
```

Properties
HOMO level (alpha / beta) in eV: -6.263 / -6.121
Kohn-Sham gap (alpha / beta) in eV: 6.98 / 6.84
Energy relative to the best compared isomer or geometry (same formula, charge and spin) in kcal per mole: 148.6

***

2.
ORCA calculation (ωB97M-V/def2-TZVPD) on the molecule C3H7NS2.

XYZ file:
```
13
Properties=species:S:1:pos:R:3
C 2.217 -0.347 -0.162
C 0.759 -0.404 0.245
C -2.434 0.239 -0.415
H 2.280 -0.132 -1.258
H 2.676 0.419 0.497
H 2.796 -1.275 0.059
H 0.663 -0.473 1.317
H 0.343 -1.276 -0.203
H -1.872 1.262 1.219
H -2.035 -0.163 -1.357
N -1.520 0.981 0.284
S 0.075 1.224 -0.199
S -3.946 -0.054 -0.027
```

Properties
SMILES: CCSNC=S
HOMO level in eV: -8.689
Kohn-Sham gap in eV: 9.29
Energy relative to the best compared isomer or geometry (same formula, charge and spin) in kcal per mole: 18.5

***

3.
ORCA calculation (ωB97M-V/def2-TZVPD) on a structure of composition C24H42Cl2N6O8Pb.

XYZ file:
```
83
Properties=species:S:1:pos:R:3
Pb 9.253 -25.495 -19.098
Cl 4.434 -23.489 -16.374
O 3.686 -24.064 -17.406
O 3.912 -23.832 -15.070
O 5.761 -23.985 -16.604
O 4.453 -22.041 -16.391
Cl 10.274 -20.530 -18.977
O 10.936 -21.686 -18.527
O 9.213 -20.990 -19.846
O 9.712 -19.891 -17.848
O 11.181 -19.607 -19.560
C 3.450 -30.639 -14.135
C 4.271 -29.421 -13.659
C 5.771 -29.345 -14.045
C 6.199 -29.124 -15.467
N 6.563 -28.959 -16.571
H 2.432 -30.375 -13.849
H 3.758 -31.613 -13.754
H 3.338 -30.697 -15.218
H 4.214 -29.446 -12.571
H 3.752 -28.538 -14.030
H 6.202 -30.213 -13.546
H 6.136 -28.467 -13.512
C 10.462 -22.741 -27.265
C 11.430 -21.878 -26.448
C 12.338 -22.628 -25.462
C 11.617 -23.324 -24.389
N 11.050 -23.849 -23.533
H 10.924 -23.185 -28.146
H 9.704 -22.096 -27.710
H 9.940 -23.412 -26.582
H 10.744 -21.254 -25.875
H 12.147 -21.362 -27.086
H 13.111 -22.060 -24.945
H 12.788 -23.473 -25.984
C 4.258 -30.348 -21.288
C 3.607 -29.531 -22.384
C 3.372 -28.057 -21.969
C 4.641 -27.269 -21.676
N 5.613 -26.684 -21.467
H 4.599 -31.358 -21.519
H 3.650 -30.434 -20.387
H 5.185 -29.790 -21.157
H 2.627 -29.962 -22.591
H 4.146 -29.500 -23.330
H 2.697 -27.943 -21.120
H 2.939 -27.554 -22.834
C 14.961 -30.996 -21.374
C 15.697 -30.597 -20.130
C 15.885 -29.099 -19.962
C 14.623 -28.335 -19.719
N 13.650 -27.740 -19.508
H 15.544 -30.986 -22.295
H 13.956 -30.597 -21.515
H 14.813 -32.075 -21.327
H 16.618 -31.179 -20.144
H 15.264 -30.978 -19.205
H 16.438 -28.719 -20.821
H 16.480 -29.053 -19.050
C 14.703 -26.678 -10.725
C 13.934 -26.684 -12.021
C 12.617 -25.888 -12.014
C 11.872 -26.007 -13.294
N 11.318 -26.095 -14.330
H 15.556 -27.354 -10.787
H 14.129 -27.103 -9.901
H 15.005 -25.670 -10.443
H 13.687 -27.731 -12.195
H 14.501 -26.291 -12.865
H 12.719 -24.828 -11.783
H 11.966 -26.210 -11.201
C 11.994 -28.863 -25.863
C 10.657 -29.608 -25.943
C 9.450 -28.977 -25.265
C 9.661 -28.873 -23.806
N 9.858 -28.776 -22.670
H 12.155 -28.393 -24.892
H 12.011 -28.034 -26.570
H 12.787 -29.598 -26.007
H 10.876 -30.662 -25.769
H 10.293 -29.704 -26.966
H 8.549 -29.588 -25.312
H 9.319 -27.946 -25.593
```

Properties
HOMO level in eV: -8.091
Kohn-Sham gap in eV: 2.84
Energy relative to the best compared isomer or geometry (same formula, charge and spin) in kcal per mole: 264.3

***

4.
ORCA calculation (ωB97M-V/def2-TZVPD) on a cluster of 11 separate species, C11H43NO12 in total.

XYZ file:
```
67
Properties=species:S:1:pos:R:3
C 1.003 -4.938 1.128
O 2.188 -4.284 1.598
H 0.174 -4.684 1.800
H 0.798 -4.650 0.121
H 1.122 -6.022 1.234
H 2.904 -4.547 1.012
C -2.925 0.008 -3.243
O -1.962 0.633 -4.124
H -3.855 0.499 -3.449
H -2.936 -1.080 -3.314
H -2.732 0.283 -2.222
H -1.409 -0.123 -4.400
C 1.149 3.415 1.533
O 2.008 2.630 0.685
H 1.444 4.446 1.521
H 0.115 3.291 1.268
H 1.301 3.037 2.541
H 1.655 2.733 -0.202
C -0.684 1.193 3.857
O 0.642 0.601 3.874
H -1.136 1.181 2.840
H -1.344 0.588 4.460
H -0.609 2.197 4.255
H 0.823 0.372 4.812
C 3.110 -0.549 2.274
O 3.464 -1.760 1.546
H 3.232 0.426 1.750
H 2.076 -0.659 2.553
H 3.785 -0.479 3.113
H 2.834 -2.441 1.790
C 1.090 -1.764 -3.723
O -0.201 -1.798 -3.342
H 1.732 -2.345 -3.064
H 1.229 -2.158 -4.727
H 1.428 -0.712 -3.817
H -0.322 -1.228 -2.548
C 3.694 0.007 -1.638
O 3.504 -1.327 -1.235
H 2.825 0.654 -1.359
H 4.615 0.427 -1.161
H 3.916 -0.015 -2.709
H 3.563 -1.474 -0.273
C -0.217 2.532 -2.210
O 0.797 3.403 -1.754
H -1.174 2.856 -1.754
H -0.334 2.461 -3.284
H -0.006 1.479 -1.875
H 1.480 3.519 -2.424
C -3.293 -2.010 0.331
O -3.703 -3.151 1.141
H -2.367 -2.291 -0.164
H -4.089 -1.748 -0.355
H -3.181 -1.127 0.970
H -3.641 -3.894 0.564
C 0.380 -0.471 0.323
O -0.581 -0.816 -0.650
H 0.731 0.559 0.308
H 0.032 -0.665 1.361
H 1.236 -1.073 0.124
H -1.395 -0.334 -0.410
C -3.714 3.449 1.651
N -3.080 2.501 0.714
O -3.044 2.854 -0.479
O -2.641 1.478 1.208
H -2.885 3.742 2.271
H -4.448 2.852 2.237
H -4.170 4.312 1.142
```

Properties
SMILES: C[N+](=O)[O-].CO.CO.CO.CO.CO.CO.CO.CO.CO.CO
HOMO level in eV: -9.449
Kohn-Sham gap in eV: 8.87

***

5.
ORCA calculation (ωB97M-V/def2-TZVPD) on the molecule C4H6S2.

XYZ file:
```
12
Properties=species:S:1:pos:R:3
C 0.645 0.422 -0.007
C 0.556 -0.884 0.198
C -0.615 2.241 1.137
C 0.119 -1.766 -0.986
S 0.838 1.421 1.369
S -1.736 1.926 -0.057
H 0.227 1.033 -0.831
H 0.626 -1.306 1.196
H -1.098 2.971 1.897
H -0.802 -2.197 -0.968
H 0.807 -2.733 -1.094
H 0.433 -1.127 -1.854
```

Properties
SMILES: C/C=C/SC=S
HOMO level in eV: -8.484
Kohn-Sham gap in eV: 8.32
Energy relative to the best compared isomer or geometry (same formula, charge and spin) in kcal per mole: 43.8

***

6.
ORCA calculation (ωB97M-V/def2-TZVPD) on a structure of composition C11H23P2Pd.

XYZ file:
```
37
Properties=species:S:1:pos:R:3
C -3.668 -1.020 -0.890
C -3.428 -1.170 -2.261
C -3.088 0.108 -2.826
C -3.153 1.078 -1.800
C -3.449 0.390 -0.574
Pd -0.724 -0.672 1.919
P -0.588 -2.943 1.834
H -4.005 -1.791 -0.206
H -3.649 -2.077 -2.841
H -2.896 0.289 -3.886
H -3.445 0.805 0.437
H -2.846 2.131 -1.877
H 0.537 -3.527 1.161
H -1.695 -3.672 1.274
H -0.494 -3.461 3.170
C -0.029 2.483 1.610
C 0.647 1.870 0.394
P 0.874 0.073 0.629
C 0.972 -0.633 -1.042
C 2.182 -0.161 -1.851
C 2.460 -0.307 1.431
C 3.519 0.796 1.497
H -0.805 1.814 2.029
H -0.508 3.420 1.306
H 0.690 2.713 2.405
H 0.035 1.990 -0.509
H 1.619 2.327 0.182
H 0.980 -1.722 -0.898
H 0.022 -0.370 -1.532
H 3.124 -0.560 -1.458
H 2.087 -0.517 -2.882
H 2.259 0.932 -1.890
H 2.178 -0.626 2.444
H 2.862 -1.187 0.906
H 3.084 1.783 1.682
H 4.206 0.577 2.324
H 4.130 0.837 0.586
```

Properties
Charge: +1
HOMO level (alpha / beta) in eV: -7.026 / -11.471
Multiplicity: 5
Kohn-Sham gap (alpha / beta) in eV: 4.43 / 4.18
Energy relative to the best compared isomer or geometry (same formula, charge and spin) in kcal per mole: 8.1